Entry 1:
{"formula": "C21H21F11N2O6PPdS2", "method": "ωB97M-V with the def2-TZVPD basis set", "species": ["Pd", "F", "C", "C", "C", "C", "C", "F", "C", "C", "C", "C", "C", "C", "N", "H", "H", "H", "H", "H", "H", "F", "C", "F", "F", "S", "O", "O", "N", "S", "O", "O", "C", "F", "F", "F", "C", "C", "P", "C", "C", "C", "C", "H", "H", "H", "H", "H", "H", "H", "H", "H", "H", "H", "H", "H", "H", "H", "F", "C", "F", "F", "C", "O", "O"], "coordinates": [[-0.9832, 1.4013, -0.3334], [3.9937, 0.6477, -2.5077], [3.2322, 0.6259, -1.4127], [1.8569, 0.7541, -1.5462], [1.1327, 0.7299, -0.3762], [1.6634, 0.5599, 0.8975], [3.0521, 0.4356, 0.9450], [3.6673, 0.2721, 2.1237], [3.8476, 0.4694, -0.1837], [0.7453, 0.5813, 2.0527], [1.0728, 0.2906, 3.3705], [0.0798, 0.3502, 4.3376], [-1.2130, 0.6996, 3.9843], [-1.4768, 0.9777, 2.6554], [-0.5177, 0.9051, 1.7367], [1.4140, 0.9211, -2.5195], [4.9226, 0.3894, -0.1027], [2.0846, 0.0341, 3.6381], [0.3231, 0.1292, 5.3682], [-2.0058, 0.7663, 4.7147], [-2.4603, 1.2698, 2.3063], [1.0524, 6.3400, -0.6151], [-0.1615, 5.9475, -0.2466], [-0.4759, 6.4914, 0.9073], [-1.0292, 6.2710, -1.1811], [-0.0107, 4.0976, -0.0473], [0.9424, 3.9196, 0.9993], [0.2847, 3.5224, -1.3439], [-1.4131, 3.4037, 0.4007], [-2.9476, 3.8939, 0.3661], [-3.0543, 5.2867, 0.6285], [-3.6971, 2.9051, 1.0667], [-3.4265, 3.6647, -1.4104], [-2.9576, 2.4700, -1.8480], [-2.8913, 4.6070, -2.1673], [-4.7380, 3.6721, -1.5341], [0.7226, -4.1159, -3.2129], [0.7724, -2.6426, -2.7894], [0.9375, -2.4331, -1.0030], [-0.3341, -3.3743, -0.1176], [-0.7147, -2.7955, 1.2477], [2.6030, -2.9238, -0.4780], [2.7800, -3.1465, 1.0217], [0.5903, -4.1667, -4.2927], [-0.1163, -4.6383, -2.7542], [1.6426, -4.6462, -2.9682], [-0.1399, -2.1154, -3.0726], [1.6126, -2.1189, -3.2514], [0.0592, -4.3920, -0.0119], [-1.1962, -3.4291, -0.7841], [0.1387, -2.7624, 1.9241], [-1.4837, -3.4174, 1.7026], [-1.1119, -1.7844, 1.1587], [3.2908, -2.1623, -0.8519], [2.8238, -3.8422, -1.0358], [2.5531, -2.2478, 1.5948], [3.8136, -3.4194, 1.2282], [2.1480, -3.9562, 1.3856], [-3.0106, -2.6244, -2.1441], [-3.4716, -1.7583, -1.2321], [-4.6100, -1.2453, -1.6678], [-3.7006, -2.4381, -0.1014], [-2.4292, -0.6536, -0.9596], [-1.3390, -0.6589, -1.5591], [-2.7380, 0.2061, -0.0989]], "forces_ev_per_angstrom": [[-0.039, 0.112, -0.182], [-0.003, -0.004, -0.004], [0.011, -0.004, 0.018], [-0.004, 0.005, 0.000], [0.103, -0.020, 0.019], [-0.008, -0.003, -0.013], [-0.021, -0.014, 0.000], [0.006, 0.008, -0.011], [0.012, 0.002, -0.025], [0.008, -0.004, 0.028], [0.005, 0.008, -0.016], [-0.021, 0.008, -0.005], [0.027, 0.000, 0.004], [-0.030, 0.001, -0.003], [0.001, -0.050, 0.007], [-0.006, 0.008, -0.001], [0.000, 0.000, 0.005], [-0.004, 0.000, 0.004], [0.002, 0.003, 0.001], [0.002, 0.000, 0.002], [0.019, -0.007, 0.005], [-0.026, -0.011, 0.012], [0.130, -0.087, -0.092], [-0.057, 0.033, 0.057], [-0.066, 0.012, -0.014], [-0.030, -0.083, 0.202], [-0.014, 0.016, 0.036], [-0.007, -0.002, -0.125], [0.033, 0.090, 0.007], [0.099, 0.132, -0.046], [-0.046, -0.069, 0.025], [-0.040, 0.001, 0.021], [0.016, 0.059, -0.019], [-0.018, -0.034, -0.017], [-0.024, -0.025, 0.000], [0.034, -0.007, 0.014], [0.016, -0.021, 0.001], [-0.005, 0.105, -0.013], [-0.020, -0.105, 0.001], [0.041, -0.011, 0.027], [0.007, 0.017, 0.011], [-0.008, -0.030, -0.025], [-0.010, 0.003, 0.011], [0.003, 0.005, -0.001], [-0.001, -0.003, 0.000], [-0.006, -0.003, 0.012], [0.014, -0.017, 0.018], [0.011, -0.011, 0.004], [-0.002, 0.003, -0.010], [0.035, 0.016, 0.009], [-0.013, 0.002, 0.003], [-0.001, 0.002, 0.002], [-0.004, 0.010, -0.017], [-0.017, 0.007, -0.008], [-0.011, 0.005, -0.005], [-0.009, 0.005, -0.002], [0.003, 0.004, -0.008], [0.002, 0.000, -0.001], [-0.014, 0.016, 0.002], [0.044, -0.055, -0.038], [-0.035, 0.036, -0.005], [-0.007, -0.014, 0.012], [-0.067, -0.050, 0.061], [0.138, 0.033, -0.025], [-0.127, -0.021, 0.093]], "mulliken_spin": [1.7184, 0.0064, 0.0193, -0.2665, 0.8729, -0.2454, 0.1083, 0.0064, 0.0063, 0.0499, 0.0024, -0.0076, 0.0062, -0.0121, 0.2553, 0.0225, -0.0022, -0.0008, -0.0001, 0.0001, 0.0133, 0.0007, 0.0065, 0.0000, 0.0002, 0.0156, 0.0065, 0.0508, 0.1449, -0.0152, 0.0152, 0.0041, 0.0066, 0.0088, 0.0002, 0.0003, 0.0431, 0.0241, 0.5567, 0.0920, 0.0256, 0.0847, -0.0091, 0.0056, -0.0009, -0.0018, 0.0038, -0.0059, 0.0185, -0.0032, -0.0033, -0.0020, -0.0092, 0.0087, 0.0333, 0.0045, 0.0020, 0.0020, 0.0012, 0.0007, -0.0001, 0.0007, 0.0204, 0.1084, 0.2018], "de_lowest_ev": 0.0098, "total_charge": 1, "gap_ha": [0.3313, 0.2356], "molar_mass_g_mol": 807.91, "s2": 6.0124, "multiplicity": 5, "lumo_energy_ev": [-3.29, -5.88], "homo_ev": [-12.30, -12.29], "fmax_ev_per_a": 0.22}

=====

Entry 2:
{"formula": "C21H21F4", "method": "ωB97M-V with the def2-TZVPD basis set", "species": ["C", "C", "C", "C", "C", "C", "H", "H", "H", "H", "H", "H", "H", "H", "H", "H", "H", "H", "F", "C", "C", "C", "F", "C", "C", "C", "C", "C", "C", "C", "C", "F", "C", "C", "F", "C", "C", "H", "H", "H", "H", "H", "H", "H", "H", "H"], "coordinates": [[-0.5163, -1.1311, -2.4096], [0.1684, -1.7037, -1.1134], [1.4166, -2.5638, -1.5608], [-0.7200, -2.4113, -0.2863], [-0.2505, -3.5243, 0.5758], [-2.1614, -2.0859, -0.2631], [0.2478, -0.9044, -3.1844], [-1.3694, -1.7263, -2.8373], [-0.9385, -0.1618, -2.1055], [1.8982, -2.1164, -2.4642], [2.1588, -2.4695, -0.7490], [1.2450, -3.6728, -1.6935], [-1.0691, -3.8579, 1.2252], [0.1162, -4.3919, -0.0093], [0.5637, -3.2379, 1.2641], [-2.6439, -2.5973, 0.5707], [-2.3720, -1.0170, -0.1141], [-2.6670, -2.3840, -1.1993], [-2.5700, 4.8873, 2.3535], [-2.4003, 4.4811, 1.0553], [-3.0350, 5.2140, 0.0461], [-2.7939, 4.7970, -1.2635], [-3.3712, 5.4984, -2.3003], [-1.9728, 3.7294, -1.5790], [-1.3533, 2.9733, -0.5377], [-0.5342, 1.8445, -0.8876], [0.0045, 0.9631, 0.0225], [0.8810, -0.1519, -0.3292], [1.8390, -0.4785, 0.7813], [3.2091, -0.7311, 0.5151], [4.0331, -1.1444, 1.5564], [5.3733, -1.3775, 1.2765], [3.5689, -1.3087, 2.8617], [2.2061, -1.0763, 3.0808], [1.7053, -1.2384, 4.3513], [1.3355, -0.6754, 2.0684], [-1.5645, 3.3975, 0.8031], [-3.6323, 6.0861, 0.2621], [-1.7896, 3.4096, -2.6139], [-0.2620, 1.7877, -1.9587], [-0.3500, 1.0087, 1.0508], [1.3206, -0.1508, -1.3252], [3.6017, -0.5503, -0.4957], [4.2349, -1.6128, 3.6637], [0.2888, -0.4858, 2.2786], [-1.0795, 2.8616, 1.6178]], "forces_ev_per_angstrom": [[-0.385, 0.804, 0.573], [0.086, -1.476, -2.746], [0.581, 0.377, 0.964], [0.050, 0.156, 0.586], [-0.447, -0.272, 0.696], [-0.450, -0.025, 0.688], [-0.542, -0.392, 0.473], [1.153, 0.290, 0.441], [-0.232, -0.340, -0.410], [-0.570, -0.490, 0.629], [-0.115, -0.389, -0.398], [-0.157, 1.413, -0.125], [0.223, -0.105, -0.273], [-0.135, 0.519, 0.146], [0.053, 0.171, -0.505], [-0.079, -0.083, -0.211], [0.333, 0.026, -0.362], [0.303, 0.111, 0.239], [0.117, -0.442, -1.266], [0.133, 0.262, 0.440], [0.583, -0.626, -0.187], [-0.370, 0.635, -0.620], [0.607, -0.776, 1.249], [0.609, -1.060, 0.332], [-1.457, 2.002, 0.343], [1.452, -1.034, 0.482], [-1.678, 0.144, -1.551], [0.581, -0.495, -0.105], [0.594, -1.123, -0.248], [-0.543, 0.396, -0.152], [1.025, 0.056, -0.278], [-1.971, 0.320, 0.514], [-0.357, -0.020, -0.285], [-0.026, 0.011, 0.633], [0.571, 0.145, -1.432], [0.432, 0.019, 0.297], [-0.134, -0.331, -0.586], [-0.085, -0.021, 0.035], [-0.281, 0.439, 0.421], [-0.070, -0.091, 0.716], [0.316, 0.152, -0.197], [0.549, 1.116, 0.384], [-0.032, -0.237, 0.615], [-0.154, 0.057, -0.125], [0.131, -0.181, 0.214], [-0.215, 0.390, -0.050]], "nbo_charge": [-0.6325, -0.1401, -0.6397, 0.4938, -0.7380, -0.7355, 0.2351, 0.2387, 0.2247, 0.2352, 0.2347, 0.2407, 0.2441, 0.2852, 0.2867, 0.2449, 0.2759, 0.2872, -0.3121, 0.4288, -0.3037, 0.4130, -0.3130, -0.2435, -0.0750, -0.0837, -0.2642, -0.0913, -0.0366, -0.2759, 0.4258, -0.3116, -0.3182, 0.4353, -0.3111, -0.3090, -0.2658, 0.2666, 0.2362, 0.2213, 0.2163, 0.2476, 0.2483, 0.2715, 0.2321, 0.2306], "de_lowest_ev": 0.7256, "total_charge": 1, "gap_ha": 0.2353, "molar_mass_g_mol": 349.39, "multiplicity": 1, "lumo_energy_ev": -5.53, "homo_ev": -11.93, "fmax_ev_per_a": 3.12}

=====

Entry 3:
{"formula": "C21H21F6NO", "method": "ωB97M-V with the def2-TZVPD basis set", "species": ["C", "N", "C", "C", "C", "C", "O", "C", "C", "C", "C", "C", "F", "F", "F", "C", "C", "C", "F", "F", "F", "C", "C", "C", "C", "C", "C", "C", "C", "H", "H", "H", "H", "H", "H", "H", "H", "H", "H", "H", "H", "H", "H", "H", "H", "H", "H", "H", "H", "H"], "coordinates": [[-1.1287, -3.6220, 3.6683], [-1.4446, -2.2759, 3.1363], [-0.3342, -1.3993, 2.7385], [0.3047, -0.7091, 3.9404], [0.2445, 0.7907, 3.6690], [0.0853, 0.8786, 2.1539], [-0.4969, 2.1050, 1.7333], [0.4197, 3.1896, 1.5363], [1.2081, 2.9465, 0.2671], [2.5347, 3.3275, 0.3569], [3.4043, 3.1670, -0.7342], [4.8402, 3.6188, -0.6649], [4.8399, 4.9306, -0.9877], [5.2798, 3.4969, 0.6226], [5.6602, 2.9075, -1.4846], [2.8820, 2.6606, -1.9324], [1.5232, 2.2793, -2.0517], [0.9772, 1.7566, -3.3610], [-0.3925, 1.6725, -3.3360], [1.3161, 2.6336, -4.3501], [1.5356, 0.5391, -3.5704], [0.6812, 2.3883, -0.9209], [-0.8402, -0.2936, 1.8378], [-0.8540, -0.6254, 0.3434], [-2.0053, -0.3704, -0.4541], [-2.0323, -0.6731, -1.8171], [-0.9084, -1.3178, -2.3930], [0.2150, -1.5953, -1.6221], [0.2502, -1.2344, -0.2977], [-2.0536, -4.0354, 4.1427], [-0.8151, -4.2950, 2.8622], [-0.2898, -3.6088, 4.3552], [-2.1172, -2.3157, 2.3681], [0.4455, -1.9969, 2.2370], [-0.1909, -0.9132, 4.9094], [1.3662, -1.0228, 4.0512], [-0.6080, 1.2004, 4.2109], [1.1231, 1.2893, 4.0046], [1.0445, 0.6738, 1.6773], [1.0773, 3.3028, 2.3944], [-0.1685, 4.1065, 1.3895], [2.9721, 3.7853, 1.2557], [3.5119, 2.5761, -2.8150], [-0.3619, 2.0361, -0.9628], [-1.8448, -0.0191, 2.1760], [-2.8637, 0.1174, -0.0374], [-2.8751, -0.4396, -2.4495], [-0.8655, -1.6076, -3.4521], [1.0493, -2.1000, -2.1358], [1.1581, -1.4471, 0.2510]], "forces_ev_per_angstrom": [[-0.812, 0.366, -0.921], [-0.263, 0.125, 0.104], [-0.267, -1.447, 0.551], [1.090, -0.025, 1.109], [-0.306, -0.363, -0.153], [-0.598, 0.359, 0.725], [-0.010, 0.364, -0.118], [-1.081, -1.070, -0.914], [0.451, 0.075, 0.190], [1.321, 0.178, -0.740], [-1.214, -0.833, -0.824], [-1.084, -0.431, 0.561], [1.016, -0.360, -0.058], [0.336, 0.211, -1.034], [-0.446, 1.018, 0.745], [-0.403, -0.064, -0.193], [-0.091, 0.632, 1.840], [0.038, 0.809, 1.099], [1.588, -0.281, -0.436], [-0.295, -1.214, 0.149], [-0.769, 0.663, -0.858], [0.535, 0.149, -0.170], [0.141, 0.330, -1.232], [-0.663, -0.421, -0.741], [1.112, -0.141, -0.088], [1.529, -0.816, -0.150], [-0.629, 0.261, 0.007], [-0.206, -0.173, -1.137], [-0.357, 0.380, 1.035], [0.935, 0.285, -0.217], [-0.073, -0.193, -0.028], [-0.129, 0.323, 0.399], [0.295, -0.325, 0.355], [-0.107, 0.177, -0.133], [0.123, -0.269, -0.656], [-0.610, 0.066, -0.038], [-0.143, 0.289, -0.390], [0.715, 0.522, 0.388], [0.258, 0.263, -0.233], [0.136, 0.099, 0.076], [-0.066, -0.327, 0.343], [-0.531, -0.367, -0.240], [0.024, -0.022, 0.197], [0.619, 0.297, 0.075], [-0.016, 0.037, -0.100], [-0.282, 0.150, 0.417], [-0.182, 0.056, 0.131], [-0.332, 0.276, 0.485], [-0.290, 0.348, 0.600], [-0.001, 0.035, 0.221]], "nbo_charge": [-0.4138, -0.6380, -0.0313, -0.4194, -0.4213, 0.1123, -0.5353, -0.0770, -0.0440, -0.1778, -0.1335, 0.9758, -0.3165, -0.3268, -0.3142, -0.1860, -0.0595, 0.9678, -0.3195, -0.3223, -0.3160, -0.1947, -0.2730, -0.0158, -0.2176, -0.2104, -0.2091, -0.2329, -0.1763, 0.2049, 0.1702, 0.1972, 0.3613, 0.1699, 0.2261, 0.2007, 0.2124, 0.2047, 0.1737, 0.1811, 0.2075, 0.2287, 0.2349, 0.2575, 0.2294, 0.2135, 0.2179, 0.2156, 0.2181, 0.2010], "gap_ha": 0.3371, "molar_mass_g_mol": 417.39, "multiplicity": 1, "lumo_energy_ev": 0.49, "smiles": "CN[C@@H]1CC[C@H](OCc2cc(C(F)(F)F)cc(C(F)(F)F)c2)[C@H]1c1ccccc1", "homo_ev": -8.68, "fmax_ev_per_a": 1.95}

=====

Entry 4:
{"formula": "C21H21FN4O", "method": "ωB97M-V with the def2-TZVPD basis set", "species": ["C", "N", "C", "C", "N", "C", "C", "C", "C", "F", "C", "C", "C", "C", "C", "C", "C", "N", "C", "N", "C", "O", "C", "C", "C", "C", "C", "H", "H", "H", "H", "H", "H", "H", "H", "H", "H", "H", "H", "H", "H", "H", "H", "H", "H", "H", "H", "H"], "coordinates": [[-1.2012, 2.5275, -2.4809], [-0.2692, 2.0853, -1.4506], [-0.7918, 2.1990, -0.0786], [-0.2068, 1.1913, 0.8978], [0.5371, 1.7111, 1.9144], [1.0074, 0.8656, 2.8165], [1.8647, 1.4363, 3.8612], [3.2614, 1.3077, 3.7146], [4.1665, 2.0449, 4.4871], [5.4783, 2.0260, 4.2480], [3.6879, 2.8438, 5.5151], [2.3275, 2.8560, 5.8135], [1.4114, 2.1893, 4.9847], [-0.0657, 2.3905, 5.2305], [0.7882, -0.5149, 2.7381], [0.0589, -1.0838, 1.6972], [-0.1872, -2.4628, 1.5769], [-0.8814, -2.9702, 0.5515], [-1.4515, -2.1604, -0.3309], [-2.1813, -2.8325, -1.2667], [-3.2914, -2.4239, -1.9566], [-3.7462, -1.3029, -1.8915], [-3.9239, -3.3997, -2.8994], [-3.0864, -4.0860, -3.9875], [-3.5823, -4.8949, -2.8272], [-1.2879, -0.7440, -0.2674], [-0.4825, -0.1994, 0.7586], [-0.6995, 2.4176, -3.4527], [-1.4509, 3.5807, -2.3617], [-2.1092, 1.8732, -2.5157], [0.6175, 2.5481, -1.5473], [-1.8899, 2.0541, -0.0668], [-0.5417, 3.2123, 0.2729], [3.6488, 0.7569, 2.8813], [4.3885, 3.4147, 6.0790], [1.9473, 3.4538, 6.6306], [-0.5393, 1.4919, 5.6841], [-0.2462, 3.2221, 5.8972], [-0.5731, 2.6116, 4.2783], [1.2080, -1.1153, 3.5327], [0.2246, -3.1437, 2.3393], [-2.0116, -3.8282, -1.2471], [-4.9441, -3.1611, -3.2084], [-3.5304, -4.3160, -4.9525], [-2.0078, -3.8533, -4.0411], [-2.8231, -5.1691, -2.1081], [-4.3378, -5.6935, -3.0067], [-1.7416, -0.1293, -1.0152]], "forces_ev_per_angstrom": [[0.262, -0.587, -0.297], [-0.812, -1.112, 0.188], [0.411, 0.416, -0.167], [0.898, 1.351, 1.054], [-1.975, -0.245, -2.741], [-0.121, -2.494, 0.371], [1.689, 1.023, 2.048], [0.085, 0.663, -0.158], [-1.946, 0.002, 0.433], [0.326, -0.230, -0.272], [-0.148, -0.577, -0.067], [0.061, -0.440, -1.114], [-0.180, 0.047, -0.540], [-0.288, -0.710, -0.329], [0.820, 1.193, 1.083], [0.004, 0.225, 0.447], [-0.489, -0.636, -1.218], [1.211, -0.498, 2.297], [0.709, 3.509, 0.904], [-0.718, -1.137, -1.166], [-0.344, 0.499, -0.716], [0.076, 0.418, 0.310], [-0.002, -1.585, -0.572], [0.584, -0.019, 0.273], [-0.224, -0.125, -0.318], [-0.099, -1.819, -0.190], [-0.499, -0.086, -0.796], [-0.191, 0.038, 0.189], [-0.508, 0.180, -0.055], [0.652, 0.663, 0.213], [0.137, 0.130, 0.133], [0.466, 0.212, -0.272], [-0.432, -0.313, 0.458], [0.162, -0.325, -0.334], [0.375, 0.348, 0.413], [0.068, 0.013, 0.030], [0.251, 0.464, -0.353], [0.025, 0.198, 0.193], [0.063, -0.161, 0.337], [0.021, -0.234, -0.024], [-0.270, 0.174, -0.581], [0.050, 0.173, 0.121], [0.445, 0.183, 0.371], [-0.081, 0.407, 0.194], [-0.733, -0.110, 0.127], [-0.170, -0.265, 0.064], [0.532, 0.997, 0.241], [-0.153, 0.181, -0.208]], "nbo_charge": [-0.4136, -0.6356, -0.2722, 0.2458, -0.4114, 0.1570, -0.0370, -0.2511, 0.3844, -0.3167, -0.2691, -0.1985, 0.0069, -0.6394, -0.2032, -0.1206, 0.1022, -0.4425, 0.3491, -0.6174, 0.6811, -0.5943, -0.3185, -0.3991, -0.4113, -0.2349, -0.0066, 0.2017, 0.1666, 0.2004, 0.3626, 0.2105, 0.2049, 0.2217, 0.2232, 0.2149, 0.2186, 0.2148, 0.2298, 0.2198, 0.1983, 0.4106, 0.2486, 0.2251, 0.2213, 0.1952, 0.2320, 0.2460], "de_lowest_ev": 2.0423, "gap_ha": 0.2862, "molar_mass_g_mol": 364.42, "multiplicity": 1, "lumo_energy_ev": -0.33, "smiles": "CNCc1nc(-c2cc(F)ccc2C)cc2cnc(NC(=O)C3CC3)cc12", "homo_ev": -8.12, "fmax_ev_per_a": 3.69}

=====

Q: Look up the multiplicity of the first one.
A: 5